[1]
Molecular formula: C30H83N7O9
Method: DFT, ωB97M-V with the def2-TZVPD basis set

```
129
Properties=species:S:1:pos:R:3:mulliken_charge:R:1
C -0.9031 -4.0211 3.1967 -0.925
C 0.1284 -3.7282 4.2443 0.532
C 1.5118 -3.4603 3.6043 -0.299
O 2.0585 -4.5869 2.9685 -0.275
C 2.5818 -5.5548 3.8557 -0.829
N -0.2915 -2.8002 5.2928 -0.661
H -1.8756 -4.3046 3.6197 0.437
H -0.6955 -4.8567 2.5225 0.437
H -1.1152 -3.1562 2.5522 -0.219
H 0.2662 -4.6991 4.7574 0.125
H 2.1889 -3.1305 4.4099 0.470
H 1.3560 -2.6949 2.8377 -0.087
H 1.8211 -5.9168 4.5544 0.293
H 3.3839 -5.1017 4.4631 0.342
H 3.0120 -6.3631 3.2756 0.241
H -0.5446 -3.2473 6.1536 0.267
H 0.4275 -2.1158 5.4537 0.181
C -0.9760 -3.3691 -3.3602 -0.467
C -0.7395 -3.6252 -4.8364 0.558
C 0.1583 -2.6220 -5.5214 -0.978
O -0.1344 -1.3278 -5.1451 -0.209
C -1.3616 -0.8755 -5.6761 -0.738
N -0.1279 -4.9562 -5.0311 -0.774
H 0.0086 -3.2923 -2.8875 -0.231
H -1.4961 -4.2332 -2.9497 0.273
H -1.5207 -2.4640 -3.0930 0.173
H -1.6901 -3.7315 -5.3701 0.264
H 0.0586 -2.7970 -6.5978 0.381
H 1.1770 -2.8671 -5.2171 0.348
H -2.1974 -1.3025 -5.1068 0.260
H -1.4935 -1.2089 -6.7114 0.336
H -1.3434 0.2045 -5.5852 0.210
H -0.6292 -5.6423 -4.4705 0.287
H 0.7919 -4.9584 -4.5807 0.267
C 2.1564 -2.9967 -0.5747 -0.858
C 3.6031 -2.5128 -0.5171 1.025
C 4.0499 -2.0168 -1.8907 -0.652
O 5.4133 -2.2393 -2.1224 -0.428
C 5.7141 -3.5590 -2.4444 -0.662
N 3.6769 -1.4638 0.5538 -0.752
H 2.0731 -3.9842 -1.0383 0.595
H 1.5405 -2.2978 -1.1419 0.028
H 1.7798 -3.0747 0.4452 -0.152
H 4.2776 -3.3071 -0.1991 0.044
H 3.7883 -0.9643 -2.0168 0.428
H 3.4944 -2.5583 -2.6750 0.198
H 5.8130 -4.2046 -1.5610 0.245
H 6.6152 -3.5694 -3.0441 0.256
H 4.8582 -4.0034 -2.9801 0.295
H 4.2085 -0.6673 0.1958 0.310
H 2.7295 -1.0863 0.6296 0.015
C 0.8412 3.1348 1.4047 -1.237
C 0.3730 1.6732 1.4809 0.835
C 0.7162 0.8993 0.2200 -0.932
O 0.3756 -0.4699 0.2740 -0.242
C -1.0002 -0.7353 0.0294 -0.464
N 0.9290 1.1310 2.7279 -0.373
H 1.9334 3.2146 1.3878 0.479
H 0.4925 3.6625 2.2913 0.226
H 0.4511 3.6791 0.5393 0.014
H -0.7149 1.7667 1.5885 0.176
H 1.8051 0.8799 0.1314 0.332
H 0.2404 1.3364 -0.6644 0.406
H -1.4912 0.1993 -0.2509 0.457
H -1.4785 -1.2634 0.8615 -0.070
H -1.1060 -1.4594 -0.7858 0.083
H 0.5094 0.2313 2.9512 0.111
H 1.9313 0.9647 2.6950 0.249
C -3.8655 -3.8017 1.3319 -1.399
C -4.2249 -3.8832 -0.1413 0.270
C -5.7199 -3.7392 -0.3759 -0.732
O -6.0230 -4.2120 -1.6481 -0.281
C -7.2252 -3.7155 -2.1661 -0.709
N -3.4024 -2.8898 -0.8967 -0.399
H -4.4581 -4.4981 1.9230 0.502
H -4.1440 -2.7923 1.6790 0.310
H -2.7948 -3.8548 1.4626 0.161
H -3.9224 -4.8860 -0.4670 0.246
H -5.9959 -2.6810 -0.2620 0.389
H -6.2405 -4.3284 0.3932 0.330
H -7.0823 -3.3803 -3.1855 0.250
H -7.6031 -2.8954 -1.5388 0.338
H -8.0275 -4.4538 -2.0445 0.258
H -3.8390 -1.9889 -0.6594 0.264
H -3.7758 -3.0375 -1.8451 0.253
C -1.2273 6.5937 3.8266 -1.443
C -1.9740 6.8729 2.5148 0.445
C -1.4957 5.9148 1.4290 -0.407
O -2.2155 6.1764 0.2306 -0.426
C -1.8214 5.2876 -0.7977 -0.284
N -3.4274 6.8823 2.7284 -0.777
H -0.2338 7.0323 3.8618 0.365
H -1.1916 5.5129 4.0164 0.282
H -1.7902 6.9992 4.6701 0.418
H -1.6349 7.8617 2.1823 0.286
H -1.5560 4.8389 1.6600 0.158
H -0.4331 6.1693 1.2551 0.321
H -2.2745 5.5804 -1.7435 0.329
H -2.2904 4.3173 -0.5582 0.311
H -0.7397 5.1955 -0.8994 -0.103
H -3.9144 6.9954 1.8443 0.317
H -3.6794 5.9426 3.0452 0.264
C 1.5480 2.8436 -3.7294 -1.494
C 1.8858 4.2956 -3.9961 0.828
C 0.8856 5.2864 -3.4218 -0.887
O 1.1501 6.6161 -3.7564 -0.385
C 0.5488 7.0434 -4.9505 -0.715
N 3.2291 4.5816 -3.4236 -0.727
H 1.9460 2.5010 -2.7793 0.291
H 1.8998 2.2066 -4.5387 0.395
H 0.4556 2.7071 -3.7086 0.271
H 1.9944 4.4502 -5.0804 0.327
H 1.0715 5.1939 -2.3415 0.222
H -0.1311 4.9640 -3.6726 0.505
H 0.4430 8.1301 -4.9538 0.266
H -0.4568 6.6239 -5.0589 0.318
H 1.1764 6.8192 -5.8223 0.259
H 3.2460 5.5099 -3.0107 0.238
H 3.9730 4.5680 -4.1067 0.229
C 1.5299 2.0899 6.3457 -0.024
C 2.8697 1.4769 6.0653 -0.443
O 2.9867 0.1717 6.6054 -0.497
O 1.3694 2.4821 7.7260 -0.530
H 0.7130 1.3969 6.1368 0.194
H 1.3528 2.9277 5.6564 0.152
H 3.6746 2.1607 6.3531 0.408
H 2.8994 1.3507 4.9803 0.090
H 3.3294 0.2382 7.5025 0.307
H 2.2589 2.6970 8.0319 0.324
```

Calculated values
Relative energy (zero: lowest compared OMol25 entry of this formula, charge and spin)   2.148 eV
Net charge   0


[2]
Molecular formula: C28H39CuO7PSiTe
Method: DFT, ωB97M-V with the def2-TZVPD basis set

```
78
Properties=species:S:1:pos:R:3:mulliken_charge:R:1
Cu 0.9161 0.6891 0.7234 0.968
C -1.5445 2.6321 -0.9540 -1.213
O -1.1782 1.2751 -1.0039 0.259
C -1.9279 0.5092 -1.9004 -0.872
C -1.6217 -0.9498 -1.6143 -0.752
O -0.2599 -1.2202 -1.3775 -0.211
C 0.6237 -1.0221 -2.4557 -0.669
C 1.1707 0.3880 -2.5663 -0.708
O 1.8719 0.6966 -1.3865 0.477
C 2.5349 1.9428 -1.4453 -1.120
H -2.5792 2.7467 -0.6062 0.259
H -1.4436 3.1096 -1.9395 0.449
H -0.8683 3.1029 -0.2433 0.235
H -1.6802 0.7798 -2.9403 0.473
H -3.0084 0.6699 -1.7686 0.562
H -2.0118 -1.5728 -2.4333 0.464
H -2.1234 -1.2376 -0.6904 0.165
H 0.1485 -1.2907 -3.4105 0.511
H 1.4659 -1.6966 -2.2794 0.102
H 0.3856 1.1316 -2.7348 0.202
H 1.8580 0.4108 -3.4272 0.534
H 3.2633 1.9538 -2.2657 0.303
H 3.0478 2.0682 -0.4942 0.288
H 1.8203 2.7616 -1.5867 0.254
O -0.1156 1.8989 1.7520 -0.213
Si -1.3273 2.3360 2.6593 -0.803
C -1.4508 4.2203 2.8969 0.425
C -0.8914 4.8360 4.0195 -0.274
C -0.9184 6.2152 4.1850 -0.709
C -1.5136 7.0189 3.2235 -0.360
C -2.0769 6.4333 2.0976 -0.823
C -2.0417 5.0541 1.9435 0.242
C -1.2046 1.5870 4.3853 0.308
C -0.1693 0.6900 4.6523 -0.497
C -0.0519 0.0782 5.8951 -0.497
C -0.9677 0.3623 6.8967 -0.415
C -2.0070 1.2536 6.6516 -0.720
C -2.1214 1.8526 5.4058 -0.046
C -3.0114 1.8034 1.9560 0.338
C -3.0802 0.5802 1.2819 -0.451
C -4.2757 0.1058 0.7608 -0.598
C -5.4405 0.8513 0.8990 -0.503
C -5.3995 2.0627 1.5737 -0.683
C -4.1976 2.5253 2.0980 -0.042
H -0.4248 4.2212 4.7811 0.368
H -0.4751 6.6629 5.0667 0.383
H -1.5407 8.0947 3.3505 0.361
H -2.5464 7.0522 1.3416 0.400
H -2.4992 4.6161 1.0623 0.334
H 0.5510 0.4573 3.8755 0.261
H 0.7557 -0.6244 6.0619 0.361
H -0.8778 -0.1125 7.8669 0.360
H -2.7284 1.4753 7.4299 0.368
H -2.9415 2.5425 5.2255 0.314
H -2.1694 0.0040 1.1599 0.338
H -4.3063 -0.8505 0.2491 0.394
H -6.3751 0.4843 0.4916 0.369
H -6.3038 2.6482 1.6940 0.392
H -4.1854 3.4771 2.6188 0.401
C 6.1746 -2.0442 -0.6494 -1.467
C 4.8721 -1.3720 -0.2810 0.351
O 4.3758 -1.9996 0.9049 -0.188
P 2.9070 -1.5361 1.4186 -0.127
O 2.8026 -0.0468 1.2936 -0.747
Te 2.5248 -2.5971 3.4872 -0.451
O 1.9309 -2.0861 0.2379 0.473
C 1.4466 -3.4231 0.1412 -0.364
C 2.4784 -4.3460 -0.4764 -1.184
H 6.5980 -1.5874 -1.5464 0.395
H 6.0159 -3.1060 -0.8413 0.314
H 6.8948 -1.9481 0.1634 0.327
H 4.1350 -1.4724 -1.0842 -0.027
H 5.0095 -0.3055 -0.0885 0.288
H 0.5508 -3.3552 -0.4789 0.041
H 1.1609 -3.7751 1.1358 0.399
H 2.7875 -3.9823 -1.4596 0.258
H 2.0602 -5.3480 -0.5971 0.417
H 3.3586 -4.4150 0.1635 0.250
```

Calculated values
Relative energy (zero: lowest compared OMol25 entry of this formula, charge and spin)   0.375 eV
Net charge   -1


[3]
Molecular formula: C32H29Cl52F9O8PSi
Method: DFT, ωB97M-V with the def2-TZVPD basis set

```
132
Properties=species:S:1:pos:R:3:mulliken_charge:R:1
C 1.9042 1.0521 4.3307 0.092
C 2.9191 0.0465 3.5768 0.985
O 3.2117 -1.0862 4.0460 -0.607
O 3.4538 0.5257 2.3412 -0.324
C 3.5332 -0.5081 1.3589 -0.056
O 4.6483 -0.6817 0.7854 -0.640
C 2.3521 -1.4996 0.9564 -0.706
C 0.9253 -0.7908 0.7230 1.578
C 1.2110 0.4685 -0.2234 -0.611
C 1.2986 1.8768 0.5362 -0.192
O 0.7633 2.9908 -0.2572 -0.474
C -0.6820 2.9906 -0.1497 0.119
C -1.3571 4.3534 -0.6616 0.614
F -0.4781 5.1992 -1.4082 -0.217
F -1.6769 5.1036 0.5408 -0.463
C -2.7623 4.0581 -1.3747 0.216
F -3.5498 5.2562 -1.2059 -0.327
F -3.4677 3.0488 -0.6616 -0.222
C -2.6818 3.7983 -2.9473 0.810
F -2.4803 5.0092 -3.6870 -0.228
F -3.9934 3.3492 -3.3438 -0.305
C -1.6738 2.6355 -3.3949 0.308
F -0.2980 2.9547 -3.2151 -0.184
F -2.0173 1.3511 -2.8373 -0.265
O 0.3153 -0.5656 2.0261 -0.378
P -0.6377 -1.9519 2.5633 0.974
F -0.0935 -1.5067 4.1729 -0.614
Si -2.4730 -0.8245 3.1098 0.338
C -2.7605 -1.0193 5.0167 -0.671
C -2.2710 0.9968 2.5463 -0.091
C -3.9844 -1.7309 2.2777 -0.477
O -1.1672 -2.3488 0.9265 -0.133
C 0.0209 -2.0301 0.1270 -0.646
C -0.1289 -2.1872 -1.4614 -0.617
C -1.6503 -2.4993 -1.9382 -0.346
C -2.0897 -4.0024 -1.5668 0.430
O -1.3986 -5.0198 -1.8468 -0.593
O -3.3428 -4.1692 -0.8773 -0.478
H 0.8148 0.7451 4.0991 -0.218
H 2.0297 2.0904 3.8428 0.256
H 2.0884 1.0784 5.4606 -0.208
H 2.6445 -1.9876 -0.0508 0.460
H 2.3488 -2.3495 1.7195 0.401
H 0.3529 0.5589 -0.9924 -0.194
H 2.1610 0.3058 -0.8619 0.361
H 2.4180 2.1321 0.6650 0.266
H 0.8560 1.8582 1.5925 0.101
H -0.9118 2.8992 0.9815 -0.118
H -1.1377 2.0514 -0.6293 0.029
H -1.8113 2.5027 -4.5314 0.068
H 0.4429 -2.9047 2.5469 -0.065
H -1.4242 -3.1193 2.9986 -0.502
H -3.8605 -0.8775 5.2951 0.231
H -2.5166 -2.1257 5.2483 0.091
H -2.0394 -0.3822 5.6429 0.223
H -1.3583 1.5068 3.0150 -0.119
H -3.1917 1.6473 2.7866 0.448
H -2.1526 1.0476 1.3952 -0.285
H -3.7536 -2.8707 2.2433 -0.144
H -4.9210 -1.6126 2.9198 0.233
H -4.1825 -1.3148 1.2174 0.269
H 0.6972 -2.9297 0.4003 0.312
H 0.5002 -3.0929 -1.7805 0.307
H 0.2367 -1.2998 -2.0769 0.344
H -2.4031 -1.7237 -1.5804 0.139
H -1.6132 -2.4615 -3.0919 0.364
H -3.1946 -4.7414 -0.0842 0.319
C -4.7335 -4.6210 5.1399 0.312
Cl -5.6387 -3.0991 5.2779 -0.104
Cl -4.0809 -5.0656 6.7324 -0.119
Cl -5.8239 -5.9048 4.5679 -0.130
Cl -3.3957 -4.4209 3.9863 -0.059
C 1.5851 5.9119 -5.1483 0.155
Cl 0.4349 5.6430 -6.4826 -0.001
Cl 2.1240 7.6055 -5.1751 -0.102
Cl 0.8077 5.5654 -3.5865 0.104
Cl 2.9862 4.8393 -5.3542 -0.101
C 3.2498 1.3078 8.8020 0.378
Cl 1.6553 1.1023 9.5578 -0.097
Cl 3.5095 0.0190 7.6080 0.005
Cl 3.3223 2.8876 7.9919 -0.111
Cl 4.5133 1.2266 10.0536 -0.155
C -2.9169 3.9566 -8.2913 0.191
Cl -4.2666 4.9315 -8.9125 -0.090
Cl -3.1670 2.2511 -8.7238 -0.017
Cl -1.3959 4.5322 -9.0046 -0.102
Cl -2.8413 4.1164 -6.5281 -0.002
C -5.3919 1.7268 -11.9953 0.238
Cl -4.3163 3.1396 -11.9592 -0.056
Cl -4.4685 0.2696 -11.5715 0.015
Cl -6.7080 1.9550 -10.8241 -0.083
Cl -6.0748 1.5425 -13.6255 -0.109
C -3.0516 -3.7426 -10.6797 0.219
Cl -4.1012 -3.5742 -12.1079 -0.103
Cl -3.0744 -2.2299 -9.7486 -0.017
Cl -3.6379 -5.0740 -9.6608 -0.046
Cl -1.3911 -4.0900 -11.2061 -0.095
C -0.9444 5.5158 4.3994 0.269
Cl 0.4190 6.6562 4.4232 -0.133
Cl -2.3488 6.2559 5.2002 -0.124
Cl -1.3586 5.1236 2.7172 0.174
Cl -0.4875 4.0291 5.2605 -0.059
C 4.9795 -3.3586 9.2059 0.297
Cl 6.2736 -4.1940 10.0932 -0.081
Cl 3.4526 -4.2474 9.4042 -0.121
Cl 4.7917 -1.7120 9.8454 -0.045
Cl 5.3985 -3.2792 7.4820 -0.080
C 6.0396 -8.1770 10.4399 0.277
Cl 4.6256 -7.2835 9.8433 -0.021
Cl 5.8540 -9.9033 10.0604 -0.114
Cl 7.5084 -7.5541 9.6581 -0.092
Cl 6.1712 -7.9680 12.1995 -0.041
C -7.8265 -3.6408 -9.3004 0.254
Cl -8.6836 -2.0904 -9.1599 -0.098
Cl -7.2755 -4.1608 -7.6937 -0.093
Cl -8.9236 -4.8649 -9.9756 -0.110
Cl -6.4233 -3.4472 -10.3732 0.075
C 4.4085 -7.3094 16.2208 0.349
Cl 5.2867 -6.4624 17.5125 -0.096
Cl 2.7617 -7.6845 16.7718 -0.096
Cl 4.3296 -6.2736 14.7805 -0.067
Cl 5.2567 -8.8182 15.8189 -0.101
C 5.2899 7.1867 -7.8307 0.298
Cl 4.4050 8.7175 -7.6560 -0.091
Cl 5.9060 6.6734 -6.2446 -0.059
Cl 4.1964 5.9415 -8.4745 -0.074
Cl 6.6520 7.4140 -8.9490 -0.085
C 8.3983 3.7868 -10.4208 0.291
Cl 9.7755 4.9061 -10.3273 -0.111
Cl 6.9834 4.5242 -9.6412 0.023
Cl 8.0261 3.4472 -12.1248 -0.102
Cl 8.8104 2.2706 -9.5911 -0.101
```

Calculated values
Net charge   -1


Listing Kohn-Sham gap for the structures above in their given order: 9.32, 6.73, 5.56 eV.
Listing LUMO level for the structures above in their given order: 0.419, 2.558, 0.945 eV.
Listing F_max for the structures above in their given order: 2.49, 0.45, 5.23 eV/Å.